Record 1
{"formula": "C2H2F3P", "method": "ωB97M-V/def2-TZVPD", "charge": 0, "relative_energy_kj_mol": 342.5, "lumo_energy_ev": [-1.6648, -1.6861], "homo_lumo_gap_ev": [7.41, 7.40], "e_homo_ev": [-9.078, -9.090], "symbols": ["C", "C", "F", "F", "F", "P", "H", "H"], "coordinates": [[-1.89605, 0.15509, 0.57919], [-2.66536, -0.80720, 0.13338], [-2.12723, 1.41455, 0.41270], [-3.84204, -0.67120, -0.42730], [-2.26153, -2.08957, 0.11671], [1.92048, -1.35744, -0.16026], [-0.83931, 0.03498, 1.02053], [2.56148, -2.39287, -1.10813]], "atomic_forces_ev_per_a": [[3.48, -1.36, 1.04], [0.38, -1.23, -0.34], [-1.30, 2.31, -0.25], [-0.12, 0.11, -0.03], [-0.41, 0.78, 0.31], [0.80, -1.30, -1.19], [-2.02, -0.60, -0.74], [-0.81, 1.30, 1.19]]}

---

Record 2
{"formula": "C2H2FFeO", "method": "ωB97M-V/def2-TZVPD", "spin_multiplicity": 6, "charge": 0, "relative_energy_kj_mol": 62.8, "s_squared": 8.7572, "lumo_energy_ev": [0.0252, -1.6455], "homo_lumo_gap_ev": [7.58, 7.44], "e_homo_ev": [-7.552, -9.085], "symbols": ["C", "C", "O", "H", "H", "Fe", "F"], "coordinates": [[0.30848, 0.34284, 0.06948], [1.18673, -0.59412, 0.04174], [-0.33710, 1.35283, -0.04775], [0.91446, -1.64679, -0.05276], [-2.54527, 0.79114, -0.08285], [3.20362, -0.07602, 0.09565], [-2.73093, -0.16987, -0.02352]], "atomic_forces_ev_per_a": [[-1.32, 3.14, -1.09], [0.75, -1.01, 0.24], [1.18, -2.39, 0.72], [-0.01, 0.38, 0.12], [-0.25, -2.55, 0.17], [-0.63, -0.03, 0.00], [0.29, 2.47, -0.16]]}

---

Record 3
{"formula": "C2H2FFeO2", "method": "ωB97M-V/def2-TZVPD", "spin_multiplicity": 7, "charge": 1, "s_squared": 12.0130, "lumo_energy_ev": [-4.8696, -9.4344], "homo_lumo_gap_ev": [9.84, 7.55], "e_homo_ev": [-14.705, -16.986], "symbols": ["H", "O", "C", "C", "O", "H", "F", "Fe"], "coordinates": [[-2.59574, -0.36567, -0.85544], [-0.61013, -0.96346, -0.57742], [-1.66836, -0.35250, -0.22067], [-1.55288, 0.95255, 0.34662], [-0.38194, 1.41042, 0.59389], [-2.43499, 1.43936, 0.78530], [2.67851, -0.14933, 0.11504], [0.92784, 0.04988, 0.10977]], "atomic_forces_ev_per_a": [[0.46, -1.38, 0.88], [1.94, -0.51, 0.49], [-2.08, 2.82, -2.08], [-0.63, -1.04, 1.55], [1.28, -0.24, -0.04], [0.34, 0.26, -0.55], [-1.54, 0.18, 0.01], [0.23, -0.10, -0.26]]}